No. 1
# C43H65NO38SSi

13 unconnected molecules or ions with the total composition C43H65NO38SSi in a non-equilibrium geometry (ωB97M-V/def2-TZVPD, the OMol25 dataset).

Results
Largest force on an atom (eV/A): 2.2
DFT total energy (hartree): -5279.25504
Gap between HOMO and LUMO (Eh): 0.32748

Last column: Löwdin charge in e.
Cartesian coordinates (Å):
S: 1.617 0.752 -3.580  0.69
Si: -1.366 1.671 2.696  0.53
O: -0.813 5.076 3.288  0.11
O: -2.116 9.992 1.944  0.06
O: 1.508 -3.573 4.104  0.07
O: -1.335 -8.481 -10.279  0.08
O: 9.211 0.322 5.787  0.06
O: 4.116 4.905 5.542  0.13
O: 3.745 3.429 3.887  0.05
O: 0.429 -1.835 3.207  0.02
O: -0.372 10.528 0.619  0.17
O: 6.155 9.143 2.952  0.07
O: 4.396 -3.076 -6.872  0.06
O: 0.345 6.841 4.086  0.07
O: -3.671 -2.522 3.663  0.15
O: -3.082 2.005 0.225  0.13
O: 2.461 -1.529 4.130  0.15
O: -6.976 1.782 4.100  0.03
O: -0.540 -4.003 -7.477  0.06
O: 1.418 5.137 3.148  0.08
O: -0.449 -2.512 -5.793  0.14
O: 7.066 0.404 6.415  0.04
O: -1.416 2.726 -0.996  0.00
O: -2.360 -12.787 -11.974  0.17
O: 4.554 2.710 5.836  0.07
O: 6.647 -3.051 -6.738  0.16
O: 0.295 -4.620 -5.500  0.05
O: -9.219 1.626 4.190  0.17
O: -4.210 -14.060 -11.787  0.07
O: -5.325 -1.000 3.734  0.06
O: 3.994 9.075 3.529  0.03
O: -4.080 -12.119 -10.683  0.03
O: 4.621 8.433 1.461  0.18
O: -1.174 8.421 0.657  0.07
O: 0.191 -7.755 -8.793  0.14
O: -8.162 3.426 5.042  0.07
O: -5.577 -2.854 2.511  0.07
O: 7.593 -0.275 4.334  0.17
O: -0.909 -9.691 -8.454  0.07
O: 5.460 -1.161 -6.410  0.06
N: -1.223 2.795 1.328  0.03
C: -2.005 -9.736 -10.467  -0.12
C: 4.187 1.538 5.085  -0.10
C: 4.724 9.334 4.733  -0.12
C: 6.057 9.813 4.210  -0.12
C: -3.444 -12.975 -11.529  -0.56
C: 9.188 1.000 7.046  -0.12
C: -2.974 8.851 2.016  -0.12
C: -8.219 2.223 4.423  -0.56
C: -0.609 -8.567 -9.144  -0.55
C: -0.124 2.136 -1.154  -0.20
C: 0.049 -5.301 -7.677  -0.13
C: 4.146 3.783 5.126  -0.56
C: 0.163 -5.824 -6.268  -0.11
C: -6.858 -2.214 2.535  -0.11
C: -1.142 9.726 1.031  -0.56
C: 1.556 -2.244 3.841  -0.56
C: -5.434 -12.566 -10.549  -0.11
C: 5.605 -2.486 -6.679  -0.57
C: -0.252 -3.607 -6.217  -0.59
C: -4.754 -2.161 3.336  -0.57
C: -6.513 -0.807 2.956  -0.12
C: -2.076 7.739 1.534  -0.12
C: 7.926 0.111 5.405  -0.56
C: -5.329 -14.032 -10.896  -0.11
C: 0.226 5.635 3.487  -0.56
C: 4.899 8.844 2.537  -0.56
C: 0.180 -4.028 3.821  -0.11
C: 2.406 6.154 3.335  -0.11
C: -6.789 3.700 5.343  -0.11
C: -0.019 0.288 -2.926  -0.54
C: -0.225 0.625 -1.449  -0.23
C: -0.316 -2.999 2.834  -0.12
C: -2.482 2.415 4.028  -0.15
C: 0.371 1.584 3.469  -0.15
C: 7.836 0.617 7.600  -0.11
C: -1.991 2.457 0.213  -0.63
C: -1.912 -0.064 2.233  -0.13
C: -6.056 2.857 4.327  -0.11
C: -2.063 -10.282 -9.063  -0.12
C: 3.385 -2.134 -6.496  -0.12
C: 4.103 2.057 3.677  -0.09
C: 4.093 -0.816 -6.653  -0.12
C: 1.749 7.044 4.353  -0.09
H: 6.077 10.891 4.038  0.13
H: -0.736 -6.353 -5.943  0.13
H: -1.242 0.313 -1.202  0.11
H: 10.012 0.674 7.675  0.13
H: 1.955 6.730 5.378  0.13
H: 1.024 -6.471 -6.126  0.13
H: 3.331 5.724 3.681  0.10
H: 1.021 -5.176 -8.157  0.14
H: -7.494 -2.724 3.262  0.13
H: -5.800 -12.395 -9.539  0.13
H: 3.353 1.543 3.082  0.12
H: 0.545 2.310 -0.314  0.11
H: 2.501 0.828 -2.563  -0.14
H: -0.574 -5.910 -8.303  0.10
H: -2.954 -9.956 -8.523  0.13
H: 2.512 -2.220 -7.140  0.13
H: 9.279 2.073 6.869  0.13
H: 4.933 0.758 5.198  0.12
H: -2.989 -9.591 -10.902  0.13
H: -1.441 -0.767 2.916  0.01
H: -3.832 9.012 1.360  0.13
H: -6.586 3.390 6.370  0.14
H: -2.436 1.783 4.915  0.04
H: -2.981 -0.153 2.412  0.02
H: 3.228 1.171 5.454  0.13
H: -0.114 -0.791 -3.023  0.06
H: -6.221 -14.416 -11.385  0.13
H: -2.127 3.410 4.265  0.01
H: 7.394 1.397 8.214  0.13
H: 4.215 10.078 5.341  0.13
H: -0.796 0.746 -3.528  0.08
H: 0.329 2.631 -2.008  0.10
H: -1.506 7.279 2.339  0.10
H: 3.748 -0.070 -5.941  0.11
H: 0.197 -5.035 3.410  0.13
H: 2.023 8.086 4.238  0.12
H: -6.276 -0.164 2.107  0.14
H: -2.006 -11.367 -9.034  0.13
H: -3.506 2.413 3.651  0.00
H: 3.085 -2.326 -5.465  0.13
H: 2.583 6.656 2.380  0.14
H: -0.396 -4.031 4.747  0.14
H: 4.807 8.405 5.303  0.13
H: 1.096 1.585 2.654  0.02
H: -7.333 -2.259 1.558  0.13
H: -1.392 3.757 1.604  0.09
H: -5.105 2.481 4.695  0.11
H: -6.059 -12.010 -11.251  0.14
H: -0.074 -3.257 1.801  0.14
H: -3.330 8.696 3.032  0.13
H: -2.620 6.962 1.001  0.14
H: -1.387 -2.817 2.912  0.10
H: -5.890 3.383 3.385  0.14
H: -1.691 -0.365 1.210  0.04
H: 4.007 -0.410 -7.663  0.13
H: 0.514 2.497 4.048  0.02
H: 5.061 2.014 3.155  0.14
H: -7.290 -0.343 3.544  0.11
H: 7.865 -0.313 8.173  0.13
H: -5.103 -14.653 -10.028  0.14
H: -1.410 -10.361 -11.134  0.13
H: 0.453 0.067 -0.805  0.11
H: -6.577 4.762 5.245  0.13
H: 0.527 0.678 4.048  0.02
H: 6.888 9.542 4.856  0.13


No. 2
# C43H66BFN3O23

8 unconnected molecules or ions with the total composition C43H66BFN3O23 in a non-equilibrium geometry (ωB97M-V/def2-TZVPD, the OMol25 dataset).

Results
Largest force on an atom (eV/A): 1.8
Net charge: -1
DFT total energy (hartree): -3697.86055
Gap between HOMO and LUMO (Eh): 0.21753

Last column: Löwdin charge in e.
Cartesian coordinates (Å):
F: -0.096 -5.818 0.280  -0.04
O: -1.651 5.316 -3.725  0.15
O: 1.925 7.531 0.680  0.15
O: 0.696 6.258 -0.711  0.06
O: 1.821 -3.699 4.828  0.05
O: 10.846 3.894 0.175  0.06
O: 1.325 -0.778 5.423  0.06
O: 11.492 4.076 -1.975  0.16
O: 9.571 3.029 -1.429  0.09
O: 4.653 1.771 1.671  0.06
O: -2.332 7.187 -2.672  0.06
O: -3.340 -5.053 -5.630  0.09
O: -5.292 -5.430 -6.639  0.06
O: 1.995 -5.672 5.832  0.08
O: -2.406 -5.024 -0.411  -0.05
O: -0.114 0.778 4.734  0.07
O: 2.914 6.164 -0.813  0.09
O: 4.521 2.672 -0.383  0.16
O: -3.262 5.236 -2.158  0.08
O: 3.545 3.682 1.388  0.08
O: -5.019 -5.987 -4.463  0.17
O: 2.019 -3.791 7.064  0.14
O: -0.924 -6.414 -1.698  -0.03
O: 0.952 -0.437 3.196  0.15
N: -2.832 0.963 1.846  0.04
N: -1.591 1.870 0.067  0.13
N: -3.891 2.286 0.296  0.10
C: -3.682 6.168 -1.132  -0.32
C: 2.244 -7.224 3.971  -0.02
C: -4.313 -1.024 -2.421  -0.10
C: -1.748 -3.804 -2.372  -0.06
C: -0.303 -5.409 -1.071  -0.36
C: 4.265 2.709 0.777  -0.56
C: -3.117 -1.714 -2.416  -0.07
C: -4.517 -4.607 -7.520  -0.10
C: 0.965 0.015 6.564  -0.09
C: 3.194 3.198 2.705  -0.31
C: 1.022 5.506 -1.900  -0.09
C: 1.854 6.730 -0.197  -0.58
C: -4.594 -5.542 -5.471  -0.54
C: -0.698 1.939 6.790  -0.02
C: 3.026 4.339 3.675  -0.01
C: 0.755 -0.191 4.341  -0.56
C: -1.382 -4.293 -0.970  -0.46
C: 7.557 2.366 -0.214  -0.02
C: -1.738 -2.629 0.963  -0.15
C: -2.018 -0.274 1.907  -0.20
C: -5.493 -3.135 -2.522  -0.26
C: -2.823 1.713 0.696  -0.60
C: -3.476 7.479 -1.853  -0.09
C: -5.503 -1.743 -2.465  -0.07
C: 9.600 3.528 0.788  -0.10
C: -0.347 0.623 6.144  -0.33
C: 10.714 3.703 -1.162  -0.57
C: -5.076 5.852 -0.664  -0.02
C: 2.025 -4.675 3.783  -0.07
C: -2.350 5.859 -2.931  -0.58
C: -0.773 -3.190 -0.083  -0.09
C: -6.792 -3.880 -2.589  -0.05
C: 1.597 -5.957 4.465  -0.31
C: -4.271 -3.806 -2.501  0.02
C: -3.068 -3.105 -2.430  -0.18
C: 4.355 2.272 2.982  -0.08
C: 9.058 2.505 -0.184  -0.32
C: -2.119 -3.749 -7.273  -0.02
C: 1.951 -4.339 6.007  -0.58
C: 3.287 4.781 -2.791  -0.02
C: -2.183 -1.192 0.711  -0.19
C: -3.107 -4.862 -7.033  -0.33
C: 2.422 5.044 -1.586  -0.32
B: -2.311 -6.423 -1.042  -0.48
H: 9.769 3.136 1.787  0.14
H: -5.823 6.072 -1.429  0.09
H: 5.232 2.809 3.353  0.14
H: -3.673 2.851 -0.516  0.01
H: -1.482 2.441 6.225  0.09
H: -3.232 -1.176 0.450  0.11
H: -1.239 -3.884 -6.645  0.09
H: 4.116 1.455 3.657  0.14
H: 2.111 -8.024 4.699  0.09
H: 2.259 2.639 2.612  0.16
H: 0.975 6.178 -2.757  0.14
H: -1.167 -0.089 6.271  0.16
H: -7.569 -3.199 -2.909  0.07
H: -4.682 -4.894 -8.556  0.13
H: -6.431 -1.200 -2.457  0.09
H: -2.554 -2.781 -7.022  0.09
H: 0.663 -5.144 -1.486  0.15
H: -3.264 8.313 -1.189  0.14
H: -6.740 -4.647 -3.340  0.06
H: 9.526 1.530 -0.023  0.16
H: -0.440 -2.390 -0.731  0.10
H: -4.273 -4.874 -2.526  0.08
H: -4.362 0.048 -2.379  0.09
H: 0.900 -0.615 7.447  0.14
H: 0.114 -3.548 0.413  0.10
H: 7.212 1.803 0.652  0.09
H: -2.194 -1.159 -2.395  0.10
H: -7.055 -4.326 -1.641  0.08
H: -3.799 0.763 2.045  0.11
H: -1.047 1.781 7.810  0.09
H: 3.087 -4.677 3.529  0.14
H: 1.737 0.774 6.714  0.13
H: -2.585 -7.348 -0.297  0.05
H: -5.323 6.422 0.231  0.09
H: 3.318 -7.082 3.831  0.09
H: -2.621 -3.249 0.968  0.11
H: 1.441 -4.428 2.902  0.14
H: -2.357 -0.810 2.783  0.12
H: -0.992 -3.124 -2.749  0.12
H: -1.643 1.683 -0.919  0.09
H: 7.232 1.850 -1.114  0.10
H: 0.316 4.693 -2.047  0.13
H: 2.380 5.107 3.251  0.09
H: -1.313 -2.718 1.955  0.10
H: 7.070 3.341 -0.211  0.09
H: -4.314 7.735 -2.506  0.14
H: -1.808 -3.734 -8.317  0.08
H: 0.166 2.605 6.816  0.08
H: -3.120 -6.479 -1.993  0.06
H: 8.970 4.418 0.845  0.14
H: 3.178 5.573 -3.534  0.09
H: -1.652 -0.774 -0.130  0.08
H: 2.584 3.982 4.605  0.08
H: 3.985 4.807 3.900  0.09
H: -0.999 0.018 2.107  0.08
H: 1.803 -7.529 3.027  0.09
H: -1.767 -4.652 -3.041  0.12
H: -4.820 -3.567 -7.376  0.14
H: 0.509 -6.055 4.452  0.16
H: -2.723 -5.804 -7.436  0.16
H: 2.416 4.171 -0.934  0.14
H: -0.840 1.361 0.504  0.07
H: 3.019 3.833 -3.255  0.09
H: 4.337 4.744 -2.504  0.08
H: -2.982 6.082 -0.296  0.16
H: -5.148 4.790 -0.434  0.07